(1)
Below is a cluster of 2 separate species, C4H13N3 in total in a non-equilibrium geometry, with properties calculated with wB97M-V/def2-TZVPD.

```
20
Properties=species:S:1:pos:R:3
H 0.9320 2.6411 -0.9048
H 0.5138 0.5389 -2.1665
H 1.2017 -2.7337 0.8939
H -2.2229 1.1891 0.0948
C 0.8264 0.8007 -0.0717
N 0.9600 2.1892 -0.0027
H 0.3445 2.6444 0.6592
H 0.6211 0.7372 1.8801
H 1.0201 -0.9236 -1.2852
H -3.0704 -0.3305 -0.2172
C 0.0087 -1.0808 1.2655
N 0.7125 0.1303 1.0733
H -0.0457 -1.2824 2.3382
H -1.3083 -0.4874 0.4306
N 0.4586 -2.1868 0.4674
H -1.8782 0.2724 -1.3690
C -2.1143 0.1832 -0.3109
C 1.1551 0.1501 -1.3723
H -0.3123 -2.8021 0.2383
H 2.1977 0.3507 -1.6411
```

Values from the calculation:
Energy above the lowest of the compared OMol25 structures with the same formula, charge and spin ... 320.9 kJ/mol
Electronic energy ... -324.3527 Eh
Multiplicity ... 1
Total charge ... 0
Lowest unoccupied orbital energy ... 0.89 eV

---

(2)
Below is a cluster of 3 separate species, C6H8O4 in total in a non-equilibrium geometry, with properties calculated with wB97M-V/def2-TZVPD.

```
18
Properties=species:S:1:pos:R:3
H 0.1206 -5.1281 -0.0322
C -0.7954 0.5078 0.5331
C 3.0680 1.0884 -0.1150
O -0.6988 2.7172 -0.3310
H 3.1590 -0.9099 0.0047
O -0.1316 -1.7907 0.8592
O 2.3402 1.9883 -0.3203
H -3.2775 1.0442 0.3349
C -1.3354 1.5814 -0.0560
C -0.6014 -0.7329 0.6200
O -0.6511 -4.6589 -0.4563
H -2.8648 1.1465 -1.3235
H 0.2950 2.5554 -0.2182
H -3.2320 2.6061 -0.3501
H -0.8188 -3.7406 -0.0904
C 3.6325 0.0495 0.3314
H 4.5733 0.0626 0.9747
C -2.7819 1.6137 -0.3651
```

Values from the calculation:
Energy above the lowest of the compared OMol25 structures with the same formula, charge and spin ... 364.0 kJ/mol
Electronic energy ... -534.2695 Eh
Multiplicity ... 1
Total charge ... 0
SMILES ... CC(O)=C=C=O.C=C=O.O
Lowest unoccupied orbital energy ... 0.14 eV

---

(3)
Below is an isolated molecule of C4H6F2OS in a non-equilibrium geometry, with properties calculated with wB97M-V/def2-TZVPD.

```
14
Properties=species:S:1:pos:R:3
H -2.2097 0.8093 -0.1127
S 2.4667 0.7256 -0.6643
H -0.0178 -1.0708 1.6331
C -0.3217 -0.0745 -0.2651
F -2.4639 -1.0925 0.3906
C -1.7361 0.0594 0.2873
H 0.3610 0.5216 -2.0499
F -1.6056 0.4422 1.6646
H 3.0295 -0.5574 -1.0115
C 0.5471 -1.0381 0.6021
H 0.9500 -1.8362 0.1499
C 1.0275 0.4588 0.3286
O -0.4319 -0.1211 -1.6750
H 1.3997 0.9130 1.2048
```

Values from the calculation:
Energy above the lowest of the compared OMol25 structures with the same formula, charge and spin ... 250.1 kJ/mol
Electronic energy ... -829.0594 Eh
Multiplicity ... 1
Total charge ... 0
SMILES ... O[C@@]1(C(F)F)C[C@H]1S
Lowest unoccupied orbital energy ... 0.50 eV

---

(4)
Below is a cluster of 3 separate species, C31H47BrF21NO10P2 in total in a non-equilibrium geometry, with properties calculated with wB97M-V/def2-TZVPD.

```
113
Properties=species:S:1:pos:R:3
H 0.0780 6.6997 -0.6424
H -2.9987 -0.3696 3.0682
C -1.5855 3.9375 0.4944
O -3.1704 5.4284 -1.3235
H 7.4459 -6.2218 -5.5456
H 1.0156 0.6175 1.1786
H 3.1328 -7.5776 -4.9521
F 7.5476 -4.2897 -5.0370
H -1.1900 -0.4814 1.3098
F -2.5840 -2.5253 4.1987
O -1.4774 -4.0903 0.5720
H -3.7182 4.1947 3.8243
H 0.4595 4.4391 -3.2503
H 0.1149 0.5867 -0.2161
H -3.7806 6.4130 2.6008
O -4.2421 3.5029 -0.1318
H 1.2192 3.3356 0.1827
H -0.4986 -0.0353 4.5471
H 2.9630 0.0528 -2.4896
H -4.5413 1.8635 3.3139
C 1.1003 7.9246 1.2978
F -0.4733 -1.4910 6.7996
H -1.0159 -3.5323 -2.0408
O 1.9692 5.2295 0.0653
C 0.5874 4.0422 -2.2486
H 2.6730 2.4606 -1.8479
C -3.1654 3.5247 3.1683
H -2.5291 0.5498 1.0200
O -0.1132 -0.5975 -1.9859
O 1.0132 -0.6396 -3.9196
F -3.9099 -5.2241 0.0620
C -0.5336 6.2832 0.1454
F -4.2407 -7.8504 0.5534
C -4.2146 2.5824 2.5702
F 0.3032 -5.0013 -2.3754
F -2.6976 -0.8230 5.6256
C 0.9464 4.3316 0.5176
H -2.3000 1.0886 3.6528
H -3.3653 6.5522 0.9140
C -0.7147 1.6339 1.3206
F 5.5007 -5.0144 -6.6552
H 2.9460 -5.9138 -4.4890
H 1.0240 8.7431 2.0022
N 0.4471 1.1685 0.5484
O -0.4413 4.6170 -1.4942
C 3.6340 -6.7571 -4.4418
C 3.6785 -6.2935 -1.8274
H -4.6115 2.7959 -0.6690
C -0.0739 6.9476 1.4598
F -1.8122 -5.3481 -1.9516
C -0.4323 -4.5352 -0.1980
C -0.9041 -2.3298 5.8226
H 2.0898 0.3103 -0.9851
H 2.0267 7.4023 1.5092
H 3.9177 5.4363 0.5909
H -0.0866 2.0696 -1.6263
H -3.9058 2.0872 1.6642
C 5.4730 -5.3482 -5.3456
H 0.0721 2.2765 -3.3366
O -1.4394 2.4909 0.4873
H 0.2372 -1.1797 -4.1261
O -2.6343 2.9969 -1.9518
F 2.7748 -8.1604 -2.8090
H 1.5993 4.3261 -1.9777
H 3.6642 4.4421 -0.8200
H 2.2826 1.9952 -3.4705
C 0.5414 2.5109 -2.3867
C -3.3012 -5.7808 1.1304
C -3.6346 5.8480 1.6842
Br 0.1074 2.3346 2.9568
F 3.8028 -6.9774 -0.6661
F 0.1808 -2.7959 5.1485
H -2.6704 -7.7606 1.7736
P -2.2440 4.7274 2.1252
O 4.7904 -6.5414 -5.2534
C -1.6627 0.4289 1.6573
H -2.5429 -4.1766 2.2457
H -0.9032 7.5550 1.8133
H -1.5432 6.5880 -0.0866
C -1.0907 -0.6848 3.9150
C -2.0666 0.1919 3.1026
H 0.9345 4.3821 1.5964
C -0.7754 -4.5381 -1.6898
H -5.0990 3.1552 2.3168
H -4.5602 5.3285 1.4741
F 4.6426 -5.3584 -1.8443
C 3.2618 4.6831 0.1616
F 4.8516 -4.3418 -4.7092
F -2.2137 -7.4796 -0.1469
P -2.9106 4.0895 -0.8192
C 3.7978 -7.2800 -2.9959
F 7.0321 -5.8809 -3.6327
H -1.3818 -5.4628 2.1485
C -1.8566 -1.5745 4.8530
C 1.9444 1.9181 -2.4414
F 4.9470 -7.9792 -2.8951
F 0.0256 -5.7337 0.2004
H -2.5077 3.0039 3.8480
C 6.9382 -5.4907 -4.9138
F -1.5306 -3.3797 6.3975
F -4.1854 -5.7359 2.1651
H 3.3048 3.8184 0.8172
C -0.3670 4.7531 -0.0762
H 0.1247 6.2671 2.2740
H 1.1792 8.2752 0.2767
F 0.5855 -3.6565 -0.0417
C 2.0414 0.4259 -2.0558
C -3.0615 -7.2738 0.8762
C -2.1085 -4.9029 1.5611
C 0.8951 -0.3202 -2.6261
H -2.4903 2.1280 -1.5558
H 2.7007 -5.8041 -1.8367
H -0.4574 -1.2524 3.2477
```

Values from the calculation:
Electronic energy ... -7370.5655 Eh
Multiplicity ... 1
Total charge ... 0
SMILES ... CCC[C@](COC)(OCCCCC(=O)O)[C@@](O[C@@](N)(Br)CCCC(F)(F)C(F)(F)F)(P(C)CC)P(=O)(O)O.FC(F)C(F)(F)COC(F)(F)C(F)F.FC(F)C(F)(F)COC(F)(F)C(F)F
Lowest unoccupied orbital energy ... -0.02 eV

---

(5)
Below is an isolated molecule of C7H9Cl3Si in a non-equilibrium geometry, with properties calculated with wB97M-V/def2-TZVPD.

```
20
Properties=species:S:1:pos:R:3
H -1.2231 -1.4679 -1.3634
Cl -2.5499 2.3868 1.3981
C -0.6635 -0.1509 0.3938
H 1.0917 -0.8199 -2.4185
C 2.8256 0.8274 -0.8378
H 0.2292 -1.7755 1.4947
H 0.9376 1.1542 1.4127
C 0.6910 0.5871 0.5372
Si -2.5585 0.6952 0.2804
Cl -3.9072 -0.5765 1.0623
H -1.5193 -1.9133 1.3602
H 3.5331 0.3835 -0.1379
C 1.4368 0.3615 -0.5546
C -0.4799 -0.8190 -0.9377
C 0.7008 -0.4918 -1.4704
Cl -3.0420 1.1335 -1.6210
H -0.8138 -0.7486 2.4853
H 2.8978 1.9091 -0.7471
H 3.1171 0.5391 -1.8455
C -0.7035 -1.2140 1.5090
```

Values from the calculation:
Energy above the lowest of the compared OMol25 structures with the same formula, charge and spin ... 0.0 kJ/mol
Electronic energy ... -1942.3301 Eh
Multiplicity ... 1
Total charge ... 0
SMILES ... CC1=C[C@@](C)([Si](Cl)(Cl)Cl)C=C1
Lowest unoccupied orbital energy ... 0.50 eV